Entry from the Open Molecules 2025 dataset: the ion C5H15N2 with charge +1 (the ωB97M-V functional and the def2-TZVPD basis).

Last column: natural (NBO) charge in e.
Cartesian coordinates (Å):
N  -1.618  -1.419  0.042  -0.866
C  -1.818  -0.392  1.053  -0.227
C  -0.805  0.754  0.901  -0.407
C  -0.363  1.299  -0.478  -0.426
C  0.590  0.443  -1.376  -0.424
C  1.354  -0.604  -0.580  -0.259
N  2.366  0.026  0.317  -0.680
H  -1.811  -1.117  -0.898  0.361
H  -2.146  -2.265  0.236  0.385
H  -2.800  0.108  1.141  0.182
H  -1.702  -0.829  2.045  0.206
H  0.089  0.626  1.517  0.158
H  -1.334  1.587  1.396  0.236
H  -1.219  1.532  -1.115  0.233
H  0.078  2.266  -0.208  0.213
H  1.279  1.102  -1.905  0.222
H  -0.027  -0.076  -2.098  0.243
H  1.838  -1.277  -1.303  0.239
H  0.725  -1.270  0.006  0.274
H  2.344  -0.362  1.260  0.450
H  2.253  1.042  0.448  0.441
H  3.337  0.074  -0.016  0.446

## Properties
total charge: +1
total energy: -308.7526 hartree
energy relative to the best compared isomer or geometry (same formula, charge and spin): 105.1 kJ/mol
E_LUMO: -3.6 eV



Entry from the Open Molecules 2025 dataset: the ion C5H15N2 with charge +1 (the ωB97M-V functional and the def2-TZVPD basis).

Last column: natural (NBO) charge in e.
Cartesian coordinates (Å):
C  1.882  -0.457  -1.746  -0.429
N  0.453  -0.037  -1.642  -0.669
C  0.365  1.046  -0.634  -0.260
C  -0.550  0.689  0.537  -0.039
C  -0.105  1.314  1.862  -0.650
N  -0.378  -0.821  0.742  -0.528
C  -1.747  -1.486  0.800  -0.444
H  1.929  -1.395  -2.316  0.229
H  2.484  0.412  -2.039  0.208
H  2.246  -0.802  -0.761  0.179
H  0.188  0.303  -2.557  0.391
H  0.010  1.963  -1.115  0.234
H  1.343  1.205  -0.159  0.202
H  -1.592  0.971  0.372  0.232
H  -0.261  2.386  1.917  0.259
H  -0.719  0.848  2.670  0.218
H  0.885  1.071  2.281  0.232
H  0.024  -1.014  1.656  0.434
H  0.152  -1.226  -0.039  0.468
H  -1.953  -1.754  1.832  0.241
H  -2.555  -0.953  0.288  0.245
H  -1.752  -2.248  0.006  0.246

## Properties
total charge: +1
total energy: -308.7349 hartree
energy relative to the best compared isomer or geometry (same formula, charge and spin): 151.6 kJ/mol
E_LUMO: -2.8 eV



Entry from the Open Molecules 2025 dataset: the ion C5H15N2 with charge +1 (the ωB97M-V functional and the def2-TZVPD basis).

Last column: natural (NBO) charge in e.
Cartesian coordinates (Å):
C  -0.239  0.488  -2.224  -0.626
C  0.142  -0.626  -1.253  -0.240
C  -0.674  -1.901  -1.194  -0.619
C  0.385  -0.085  0.186  -0.014
N  0.893  1.403  0.243  -0.774
C  -0.539  -0.158  1.497  -0.274
N  0.026  0.670  2.562  -0.841
H  -0.645  0.253  -3.170  0.255
H  -1.193  0.999  -1.877  0.201
H  0.519  1.262  -2.318  0.208
H  1.154  -0.944  -1.602  0.219
H  -0.624  -2.548  -2.106  0.249
H  -0.229  -2.496  -0.326  0.209
H  -1.747  -1.839  -1.075  0.226
H  1.254  -0.586  0.506  0.193
H  0.604  1.526  1.401  0.460
H  1.855  1.413  -0.067  0.435
H  0.279  2.088  -0.184  0.425
H  -1.594  0.152  1.040  0.235
H  -0.558  -1.335  1.633  0.241
H  0.649  0.153  3.225  0.416
H  -0.617  1.084  3.208  0.417

## Properties
total charge: +1
total energy: -308.7253 hartree
energy relative to the best compared isomer or geometry (same formula, charge and spin): 176.9 kJ/mol
E_LUMO: -3.0 eV



Entry from the Open Molecules 2025 dataset: a cluster of 2 separate species, C5H15N2O in total (the ωB97M-V functional and the def2-TZVPD basis).

Last column: natural (NBO) charge in e.
Cartesian coordinates (Å):
C  -2.248  0.584  -1.149  -0.660
C  -1.029  -1.769  0.727  0.023
C  2.070  -1.104  -0.733  -0.439
C  2.014  0.946  0.920  -0.416
C  -1.868  0.517  0.288  0.227
N  -0.786  -0.541  0.520  -0.465
N  1.591  0.237  -0.342  -0.588
O  -1.153  1.755  0.639  -0.752
H  -2.066  1.551  -1.685  0.258
H  -1.665  -0.154  -1.673  0.216
H  -3.256  0.327  -1.284  0.240
H  1.463  1.789  0.966  0.232
H  -0.190  -2.384  0.362  0.188
H  -1.974  -2.160  0.937  0.188
H  3.067  -1.318  -1.090  0.250
H  1.982  -1.853  0.097  0.225
H  1.290  -1.390  -1.484  0.220
H  1.586  0.316  1.742  0.217
H  3.110  1.069  1.094  0.236
H  1.822  1.019  -1.014  0.440
H  -2.726  0.344  0.971  0.191
H  0.563  -0.064  -0.093  0.475
H  -1.597  2.282  1.282  0.495

## Properties
total charge: +1
total energy: -383.9422 hartree
energy relative to the best compared isomer or geometry (same formula, charge and spin): 285.7 kJ/mol
E_LUMO: -3.1 eV



Entry from the Open Molecules 2025 dataset: the ion C5H15N2O with charge +1 (the ωB97M-V functional and the def2-TZVPD basis).

Last column: natural (NBO) charge in e.
Cartesian coordinates (Å):
C  0.863  1.965  1.980  -0.455
N  0.884  1.674  0.531  -0.674
C  1.254  0.257  0.217  -0.232
C  0.168  -0.687  0.606  -0.464
C  -1.001  -0.788  -0.355  -0.051
N  -1.197  0.548  -1.128  -0.698
C  -0.993  -2.002  -1.272  -0.098
O  -0.091  -1.907  -2.335  -0.696
H  1.813  2.294  2.392  0.204
H  0.526  1.218  2.699  0.205
H  0.119  2.751  2.158  0.213
H  1.590  2.317  0.185  0.383
H  2.218  0.101  0.688  0.214
H  1.389  0.214  -0.876  0.186
H  -0.132  -0.406  1.635  0.241
H  0.642  -1.679  0.722  0.242
H  -1.932  -0.834  0.243  0.225
H  -2.167  0.389  -1.412  0.435
H  -1.154  1.345  -0.491  0.476
H  -0.601  0.539  -1.953  0.453
H  -2.015  -2.134  -1.668  0.193
H  -0.889  -2.851  -0.574  0.210
H  0.706  -2.324  -1.991  0.487

## Properties
total charge: +1
total energy: -383.9859 hartree
energy relative to the best compared isomer or geometry (same formula, charge and spin): 171.0 kJ/mol
E_LUMO: -3.2 eV



Entry from the Open Molecules 2025 dataset: the ion C5H15N2O with charge +1 (the ωB97M-V functional and the def2-TZVPD basis).

Last column: natural (NBO) charge in e.
Cartesian coordinates (Å):
C  0.951  2.457  0.001  -0.633
C  0.176  1.160  -0.126  -0.070
C  -0.191  0.934  -1.624  -0.065
O  -1.410  0.178  -1.703  -0.775
N  0.903  -0.052  0.326  -0.680
C  0.444  -0.711  1.520  -0.235
C  -0.589  -1.872  1.264  -0.235
N  -0.600  -2.237  -0.194  -0.697
H  1.851  2.538  -0.607  0.224
H  1.251  2.630  1.023  0.226
H  0.275  3.255  -0.297  0.227
H  -0.740  1.145  0.432  0.196
H  -0.284  1.875  -2.125  0.188
H  0.562  0.346  -2.142  0.187
H  -2.189  0.733  -1.834  0.502
H  1.905  -0.008  0.234  0.396
H  0.057  0.003  2.246  0.213
H  1.287  -1.235  1.963  0.219
H  -0.375  -2.761  1.843  0.229
H  -1.600  -1.535  1.475  0.220
H  -1.100  -1.497  -0.732  0.480
H  -0.946  -3.174  -0.394  0.439
H  0.360  -2.170  -0.550  0.444

## Properties
total charge: +1
total energy: -384.0118 hartree
energy relative to the best compared isomer or geometry (same formula, charge and spin): 103.0 kJ/mol
E_LUMO: -3.0 eV



Entry from the Open Molecules 2025 dataset: a cluster of 2 separate species, C5H15N2O2 in total (the ωB97M-V functional and the def2-TZVPD basis).

Last column: natural (NBO) charge in e.
Cartesian coordinates (Å):
C  -1.263  2.316  -0.503  0.034
O  -2.424  2.140  -1.038  -0.905
C  -0.280  0.935  -0.240  -0.111
C  0.350  0.933  1.201  -0.457
C  0.700  -0.502  1.829  -0.202
C  2.428  -1.273  0.205  -0.457
N  2.063  -0.971  1.681  -0.647
N  -1.265  -0.169  -0.560  -0.926
H  -1.198  2.694  0.568  0.032
H  -0.695  2.906  -1.050  0.087
H  0.633  1.033  -0.897  0.133
H  -0.567  1.100  1.828  0.196
H  1.049  1.712  1.459  0.199
H  0.071  -1.223  1.486  0.185
H  0.580  -0.489  2.959  0.172
H  3.188  -0.655  -0.216  0.183
H  2.618  -2.338  0.071  0.186
H  1.463  -0.865  -0.363  0.217
H  2.710  -0.345  2.072  0.340
H  -1.569  -0.706  0.178  0.339
H  -2.061  0.334  -0.965  0.412
H  -0.733  -1.926  -2.033  0.487
H  0.490  -2.503  -2.109  0.451
O  -0.473  -2.792  -2.185  -0.948

## Properties
total charge: -1
total energy: -459.4067 hartree
energy relative to the best compared isomer or geometry (same formula, charge and spin): 240.9 kJ/mol
E_LUMO: 3.5 eV



Entry from the Open Molecules 2025 dataset: a cluster of 2 separate species, C5H15N2O2 in total (the ωB97M-V functional and the def2-TZVPD basis).

Last column: natural (NBO) charge in e.
Cartesian coordinates (Å):
N  0.017  0.489  1.479  -0.862
C  -0.789  0.625  0.230  -0.277
C  -0.720  -0.429  -0.866  -0.422
C  -0.561  -1.930  -0.437  -0.439
C  0.292  -2.763  -1.299  -0.623
C  -0.363  1.982  -0.321  0.606
N  -0.406  2.312  -1.664  -0.825
O  0.360  2.702  0.384  -0.663
H  -0.211  -0.400  2.000  0.350
H  1.033  0.491  1.405  0.435
H  -0.275  1.194  2.174  0.370
H  -1.886  0.580  0.623  0.153
H  -0.025  -0.250  -1.743  0.210
H  -1.655  -0.434  -1.465  0.212
H  -0.204  -2.023  0.572  0.197
H  -1.592  -2.291  -0.414  0.212
H  0.030  -2.888  -2.360  0.214
H  0.461  -3.818  -0.967  0.214
H  1.332  -2.441  -1.356  0.205
H  0.356  2.805  -2.096  0.405
H  -0.829  1.603  -2.244  0.373
H  1.468  -2.614  1.471  0.476
H  2.313  -1.938  2.559  0.479
O  1.523  -1.817  2.013  -0.999

## Properties
⟨S²⟩: 0.75
total energy: -459.3641 hartree
spin multiplicity: 2
energy relative to the best compared isomer or geometry (same formula, charge and spin): 107.2 kJ/mol
E_LUMO (alpha / beta): 0.5 / 0.3 eV



Entry from the Open Molecules 2025 dataset: a cluster of 2 separate species, C5H15N2S in total (the ωB97M-V functional and the def2-TZVPD basis).

Last column: natural (NBO) charge in e.
Cartesian coordinates (Å):
C  -1.371  1.403  -0.614  -0.708
C  -1.249  0.728  1.893  -0.727
C  2.772  0.668  -0.553  -0.417
C  -0.617  -1.388  -1.494  -0.812
C  -1.159  0.398  0.478  0.075
N  -1.115  -2.206  0.991  -1.115
N  1.807  -0.017  0.368  -0.851
S  -1.547  -1.116  0.010  1.336
H  -1.999  1.148  -1.471  0.263
H  -1.907  2.285  -0.184  0.263
H  -0.437  1.808  -0.781  0.268
H  -0.974  -0.212  2.397  0.277
H  -0.618  1.544  2.202  0.275
H  -2.337  0.936  2.145  0.297
H  2.492  0.330  -1.550  0.191
H  2.791  1.693  -0.411  0.202
H  3.903  0.348  -0.374  0.192
H  0.435  -1.083  -1.462  0.276
H  -1.112  -0.933  -2.404  0.264
H  -0.566  -2.472  -1.545  0.270
H  -1.357  -3.217  0.813  0.431
H  1.944  0.348  1.287  0.370
H  2.219  -0.994  0.258  0.380

## Properties
total charge: +1
total energy: -706.7871 hartree
energy relative to the best compared isomer or geometry (same formula, charge and spin): 497.5 kJ/mol
E_LUMO (alpha / beta): -5.8 / -5.8 eV



Entry from the Open Molecules 2025 dataset: the molecule C5H15N3 (the ωB97M-V functional and the def2-TZVPD basis).

Last column: natural (NBO) charge in e.
Cartesian coordinates (Å):
C  -1.243  2.069  1.065  -0.628
C  -0.820  0.852  0.227  -0.067
C  0.229  1.184  -0.828  -0.250
N  1.491  1.786  -0.371  -0.838
N  -0.587  -0.281  1.132  -0.625
C  -0.480  -1.576  0.483  -0.231
C  0.869  -1.912  -0.178  -0.237
N  0.737  -2.291  -1.577  -0.864
H  -0.563  2.919  1.003  0.197
H  -1.377  1.764  2.087  0.225
H  -2.209  2.513  0.795  0.219
H  -1.708  0.562  -0.341  0.186
H  0.407  0.312  -1.452  0.207
H  -0.228  1.917  -1.496  0.186
H  2.230  1.115  -0.182  0.355
H  1.327  2.259  0.510  0.348
H  0.235  -0.098  1.700  0.347
H  -1.301  -1.645  -0.234  0.185
H  -0.755  -2.339  1.221  0.199
H  1.317  -2.736  0.347  0.190
H  1.449  -1.000  -0.090  0.167
H  1.165  -3.161  -1.839  0.368
H  -0.184  -2.213  -1.984  0.363

## Properties
total energy: -363.7385 hartree
energy relative to the best compared isomer or geometry (same formula, charge and spin): 127.6 kJ/mol
E_LUMO: 1.1 eV